# 1
135
Properties=species:S:1:pos:R:3 method="wB97M-V/def2-TZVPD" e_lumo_ev=0.41 e_homo_ev=-8.08 smiles="CCCCO[C@@](O[C@@](CC(N)(N)N)(OCCOCC)P(=O)(O)O)([C@@H](I)CC)[C@@](I)(CCN)NCl.CN(C)C=O.CN(C)C=O.CN(C)C=O.CN(C)C=O.CN(C)C=O" homo_lumo_gap_ev=8.489
C 3.071 0.117 1.479
C 1.782 0.692 0.701
C 0.757 1.535 1.623
C 0.120 2.830 0.846
O -0.798 2.450 -0.137
C -1.316 3.298 -1.139
O -2.616 2.853 -1.562
C -3.533 2.153 -0.805
C -4.979 2.913 -1.050
C -5.594 2.849 -2.515
N -6.920 3.612 -2.423
N -5.977 1.500 -3.038
N -4.851 3.544 -3.599
O -3.536 0.795 -1.403
C -4.434 -0.127 -0.785
C -4.816 -1.332 -1.835
O -4.075 -1.258 -3.077
C -4.542 -2.307 -3.979
C -5.979 -2.032 -4.646
P -3.484 1.959 1.065
O -4.810 1.616 1.796
O -2.892 3.349 1.931
O -2.376 0.695 1.553
C -1.595 4.847 -0.814
I -0.133 6.176 0.044
C -2.286 5.703 -2.042
C -1.259 6.662 -2.836
C -0.387 2.981 -2.477
I 1.650 3.865 -2.328
C -0.058 1.394 -2.626
C 1.081 0.998 -3.684
N 1.150 1.700 -4.983
N -0.909 3.539 -3.743
Cl -1.912 2.545 -4.684
H 3.928 0.882 1.377
H 2.880 -0.080 2.607
H 3.386 -0.879 0.974
H 1.207 -0.223 0.270
H 2.151 1.321 -0.192
H -0.031 0.907 2.166
H 1.412 2.011 2.463
H -0.419 3.420 1.698
H 1.038 3.464 0.582
H -4.798 4.033 -0.786
H -5.793 2.551 -0.330
H -7.599 3.237 -3.102
H -7.276 3.616 -1.454
H -5.160 1.012 -3.439
H -6.446 0.960 -2.296
H -5.075 3.074 -4.503
H -5.064 4.551 -3.654
H -4.015 -0.703 0.138
H -5.451 0.287 -0.437
H -5.967 -1.351 -1.963
H -4.552 -2.362 -1.354
H -3.768 -2.398 -4.842
H -4.479 -3.327 -3.419
H -6.409 -3.062 -4.979
H -5.914 -1.331 -5.567
H -6.766 -1.580 -3.945
H -3.424 3.435 2.766
H -1.985 0.278 0.739
H -2.470 4.833 -0.036
H -2.796 5.041 -2.818
H -3.118 6.389 -1.602
H -0.221 6.214 -3.022
H -1.225 7.724 -2.369
H -1.724 6.826 -3.893
H 0.389 0.937 -1.649
H -1.018 0.752 -2.781
H 0.901 -0.131 -3.921
H 2.148 1.005 -3.220
H 0.873 1.122 -5.792
H 2.119 2.045 -5.172
H -0.233 4.106 -4.274
C 6.379 2.344 5.605
N 5.635 2.595 4.388
C 4.236 2.962 4.484
C 6.209 2.495 3.149
O 5.637 2.693 2.090
H 5.908 1.522 6.149
H 6.366 3.246 6.223
H 7.415 2.079 5.382
H 3.634 2.225 3.946
H 4.089 3.941 4.019
H 3.921 3.001 5.528
H 7.273 2.210 3.187
C 0.399 -4.560 -4.570
N 0.363 -3.602 -3.484
C -0.860 -3.451 -2.720
C 1.449 -2.835 -3.155
O 1.484 -2.011 -2.254
H -0.363 -4.292 -5.307
H 0.188 -5.557 -4.174
H 1.377 -4.566 -5.054
H -1.206 -2.417 -2.796
H -0.656 -3.676 -1.669
H -1.632 -4.125 -3.096
H 2.324 -3.026 -3.796
C 5.539 -4.537 0.411
N 4.782 -4.307 -0.806
C 3.390 -3.919 -0.705
C 5.339 -4.445 -2.047
O 4.755 -4.267 -3.107
H 5.063 -5.337 0.982
H 5.543 -3.618 1.004
H 6.568 -4.822 0.185
H 2.774 -4.662 -1.220
H 3.254 -2.952 -1.194
H 3.086 -3.849 0.341
H 6.399 -4.743 -2.015
C -2.225 2.411 6.697
N -1.471 1.505 5.855
C -1.473 1.713 4.420
C -0.755 0.458 6.372
O -0.101 -0.339 5.719
H -3.278 2.373 6.408
H -1.845 3.427 6.558
H -2.133 2.136 7.749
H -1.872 0.823 3.928
H -0.446 1.870 4.083
H -2.081 2.580 4.159
H -0.820 0.389 7.470
C 3.939 -8.411 4.903
N 4.933 -7.859 4.005
C 6.198 -8.550 3.849
C 4.717 -6.707 3.299
O 5.512 -6.192 2.529
H 4.359 -8.464 5.911
H 3.672 -9.416 4.566
H 3.041 -7.790 4.921
H 7.011 -7.878 4.137
H 6.329 -8.826 2.799
H 6.224 -9.446 4.470
H 3.727 -6.262 3.490

=====

# 2
19
Properties=species:S:1:pos:R:3 method="wB97M-V/def2-TZVPD" charge=-1 de_lowest_ev=1.243 e_lumo_ev=4.39 e_homo_ev=-3.03 homo_lumo_gap_ev=7.416
C -2.067 -0.348 1.106
C -0.844 -0.356 2.063
C 0.046 1.714 1.582
N -0.593 1.024 2.486
H -2.501 -1.329 0.779
H -2.903 0.198 1.605
H -1.679 0.116 0.138
H 0.000 -0.795 1.549
H -1.039 -0.843 3.004
H 0.295 1.238 0.604
H 0.139 2.794 1.834
C 0.657 -0.287 -1.991
O 0.403 0.020 -0.656
C 2.150 -0.584 -2.253
H 0.368 0.598 -2.669
H -0.012 -1.158 -2.358
H 2.322 -1.028 -3.236
H 2.495 -1.287 -1.504
H 2.764 0.314 -2.083

=====

# 3
37
Properties=species:S:1:pos:R:3 method="wB97M-V/def2-TZVPD" charge=-2 spin_multiplicity=2 de_lowest_ev=0.000 e_lumo_ev="4.45 / 4.45" e_homo_ev="-2.93 / -2.92" homo_lumo_gap_ev="7.372 / 7.369"
Ce -0.116 0.554 0.070
Br 0.961 -0.401 2.509
C -1.617 1.966 1.679
Br -3.533 2.484 1.400
H -1.149 2.961 1.809
H -1.668 1.541 2.700
O 6.565 -0.658 -3.215
C 5.595 0.033 -3.553
O 5.441 0.756 -4.544
C 4.378 -0.029 -2.566
C 4.355 -0.953 -1.525
C 3.254 -1.023 -0.696
N 2.215 -0.192 -0.803
C 2.267 0.743 -1.770
C 3.295 0.834 -2.687
C 1.075 1.652 -1.600
O 0.037 1.425 -2.253
O 1.106 2.371 -0.569
H 5.215 -1.589 -1.376
H 3.177 -1.756 0.103
H 3.268 1.568 -3.480
Cl -0.599 -2.696 -0.571
C -3.603 -2.578 -1.701
C -3.008 -1.387 -0.933
C -3.693 -0.104 -1.428
C -3.279 -1.582 0.566
C -1.501 -1.180 -1.172
H -4.657 -2.702 -1.457
H -3.073 -3.495 -1.451
H -3.514 -2.407 -2.773
H -4.767 -0.155 -1.267
H -3.511 0.037 -2.491
H -3.301 0.771 -0.901
H -4.345 -1.547 0.780
H -2.775 -0.796 1.147
H -2.894 -2.547 0.887
H -1.335 -1.262 -2.265

=====

# 4
18
Properties=species:S:1:pos:R:3 method="wB97M-V/def2-TZVPD" de_lowest_ev=3.197 e_lumo_ev="-0.37 / 0.69" e_homo_ev="-7.24 / -7.39" homo_lumo_gap_ev="6.871 / 8.073"
C -0.627 0.046 -1.140
C -1.261 0.998 -0.090
C -0.636 -1.195 -0.290
C -0.311 0.712 1.033
C -0.052 -0.726 0.987
P 2.816 -0.983 0.369
S 2.985 0.930 -0.468
H -1.171 0.134 -2.044
H 0.393 0.283 -1.408
H -1.475 1.995 -0.530
H -2.242 0.560 0.174
H -1.593 -1.580 -0.027
H -0.038 -2.025 -0.767
H 0.654 1.273 1.073
H -0.696 0.863 2.024
H 0.293 -1.284 1.847
H 3.570 -0.749 1.550
H 2.234 0.505 -1.369

=====

# 5
14
Properties=species:S:1:pos:R:3 method="wB97M-V/def2-TZVPD" de_lowest_ev=1.959 e_lumo_ev=0.88 e_homo_ev=-9.32 smiles="O[C@@H]1CN=COC1" homo_lumo_gap_ev=10.200
O -0.987 -0.705 1.385
C -1.030 -0.077 0.123
C -0.285 -0.856 -0.970
N 1.158 -0.664 -0.921
C 1.682 -0.082 0.065
O 1.071 0.886 0.804
C -0.226 1.227 0.185
H -0.165 -0.401 1.799
H -2.097 0.054 -0.118
H -0.687 -0.642 -1.967
H -0.366 -1.936 -0.809
H 2.663 -0.420 0.413
H -0.144 1.622 -0.846
H -0.587 1.993 0.856

=====

# 6
17
Properties=species:S:1:pos:R:3 method="wB97M-V/def2-TZVPD" charge=+2 spin_multiplicity=5 de_lowest_ev=0.000 e_lumo_ev="-10.22 / -9.82" e_homo_ev="-14.86 / -18.68" homo_lumo_gap_ev="4.641 / 8.859"
Nd 2.356 2.235 -0.349
O 0.095 1.450 -0.598
O -0.184 -0.767 -0.281
C 1.135 -1.219 -0.660
C 2.150 -0.954 0.443
O 2.247 0.406 0.713
C -0.439 0.489 0.004
H 1.015 -2.295 -0.827
H 1.395 -0.731 -1.610
H 3.081 -1.477 0.158
H 1.796 -1.458 1.362
C -1.765 0.650 0.713
C -2.858 0.768 -0.298
H -1.918 -0.228 1.354
H -1.707 1.547 1.342
H -3.010 1.707 -0.829
H -3.389 -0.122 -0.634

=====

# 7
16
Properties=species:S:1:pos:R:3 method="wB97M-V/def2-TZVPD" de_lowest_ev=1.715 e_lumo_ev=1.04 e_homo_ev=-10.05 homo_lumo_gap_ev=11.096
H -1.079 1.541 -0.879
N -0.678 0.695 -0.463
C -1.355 0.336 0.551
C -2.574 1.009 1.113
H -1.005 -0.562 1.070
H -2.861 1.884 0.520
H -3.418 0.311 1.144
H -2.385 1.328 2.145
C 2.683 -0.171 -0.832
O 1.769 -1.047 -1.492
C 0.948 -1.707 -0.681
O 1.009 -1.727 0.524
H 3.305 0.257 -1.619
H 2.120 0.611 -0.314
H 3.295 -0.722 -0.114
H 0.214 -2.266 -1.278

=====

# 8
41
Properties=species:S:1:pos:R:3 method="wB97M-V/def2-TZVPD" charge=+2 de_lowest_ev=1.313 e_lumo_ev=-8.82 e_homo_ev=-14.76 homo_lumo_gap_ev=5.935
Hg 0.047 -0.110 0.182
N -0.854 1.126 -2.585
C -0.283 2.132 -1.895
C 1.038 1.715 -1.698
C 1.392 0.480 -2.334
C 0.108 0.172 -2.943
H -1.846 0.965 -2.940
H -0.761 3.072 -1.532
H 1.684 2.377 -1.091
H 2.262 -0.057 -2.611
H -0.105 -0.641 -3.632
N 2.786 -0.038 0.212
C 2.607 -1.364 0.183
C 1.887 -1.714 1.478
C 1.955 -0.568 2.191
C 2.397 0.534 1.430
H 3.428 0.396 -0.511
H 2.928 -1.963 -0.726
H 1.522 -2.750 1.775
H 1.528 -0.483 3.209
H 2.715 1.535 1.676
N -2.078 0.857 1.483
C -1.162 0.720 2.590
C -0.247 1.899 2.320
C -0.695 2.529 1.157
C -1.862 1.992 0.739
H -3.017 0.484 1.382
H -1.240 -0.058 3.397
H 0.620 2.118 2.943
H -0.263 3.495 0.784
H -2.508 2.475 0.029
N -2.319 -1.503 -0.388
C -1.747 -2.071 0.755
C -0.606 -2.680 0.224
C -0.507 -2.466 -1.197
C -1.696 -1.836 -1.596
H -3.286 -0.992 -0.359
H -2.281 -2.142 1.721
H 0.141 -3.311 0.680
H 0.328 -2.814 -1.862
H -2.009 -1.512 -2.640

=====

# 9
6
Properties=species:S:1:pos:R:3 method="wB97M-V/def2-TZVPD" charge=+1 spin_multiplicity=2 de_lowest_ev=0.000 e_lumo_ev="-6.76 / -10.72" e_homo_ev="-19.64 / -19.64" homo_lumo_gap_ev="12.880 / 8.920"
C -0.459 -0.493 -0.163
C 0.503 0.402 0.174
H -1.198 -1.013 0.579
H -0.342 -0.984 -1.163
H 0.398 1.017 1.083
H 1.099 1.071 -0.511

=====

# 10
14
Properties=species:S:1:pos:R:3 method="wB97M-V/def2-TZVPD" charge=+1 de_lowest_ev=4.110 e_lumo_ev=-3.75 e_homo_ev=-13.41 homo_lumo_gap_ev=9.661
C 2.866 0.318 -0.691
N 1.903 -0.343 -0.225
N 0.645 -0.492 -0.387
C -0.500 -0.131 0.081
C -0.936 0.924 1.031
N -1.558 -1.127 -0.401
H 2.606 1.033 -1.373
H 3.843 0.187 -0.275
H -0.282 1.299 1.774
H -1.803 0.625 1.626
H -1.207 1.780 0.543
H -1.087 -1.907 -0.994
H -2.195 -0.692 -1.060
H -2.295 -1.474 0.351

=====

# 11
13
Properties=species:S:1:pos:R:3 method="wB97M-V/def2-TZVPD" charge=-1 de_lowest_ev=0.398 e_lumo_ev=4.55 e_homo_ev=-2.15 homo_lumo_gap_ev=6.707
C -1.826 -1.281 1.692
H -1.965 -1.283 0.609
H -2.045 -0.269 1.993
H -0.742 -1.397 1.873
H -2.440 -1.978 2.253
C 0.596 1.085 -0.616
O -0.363 0.220 -0.124
C 1.737 0.181 -1.167
H 1.024 1.827 0.161
H 0.193 1.713 -1.476
H 2.532 0.686 -1.764
H 1.219 -0.563 -1.786
H 2.082 -0.401 -0.326

=====

# 12
63
Properties=species:S:1:pos:R:3 method="wB97M-V/def2-TZVPD" de_lowest_ev=23.785 e_lumo_ev=0.31 e_homo_ev=-8.10 homo_lumo_gap_ev=8.406
C -6.157 1.018 -1.687
N -4.956 0.064 -1.662
C -4.800 -0.549 -2.939
H -3.929 -1.150 -2.991
H -4.987 -0.088 -3.873
H -5.797 -1.479 -3.037
C -5.203 -0.864 -0.252
C -6.510 -1.332 -0.220
C -6.513 -2.233 1.036
C -5.383 -3.410 0.970
C -4.104 -2.569 0.731
C -4.190 -1.780 -0.629
H -3.074 -1.635 -0.821
H -4.327 -2.426 -1.335
H -3.708 -2.226 1.453
H -3.395 -3.603 0.663
H -5.362 -4.138 1.935
H -5.741 -4.065 0.226
H -6.132 -1.560 1.957
H -7.480 -2.650 1.388
H -6.859 -1.943 -1.053
H -7.341 -0.466 0.219
C -4.684 0.345 0.764
N -3.537 0.979 0.506
C -2.311 0.936 0.745
O -2.125 0.172 2.019
C -1.125 1.317 0.337
C 0.215 1.052 0.778
N 1.254 1.666 0.607
C 1.356 2.964 0.203
O 2.361 3.714 -0.178
C -0.059 3.667 -0.098
C -1.120 3.013 0.777
H -1.028 2.909 1.815
H -2.145 3.366 0.520
H 0.142 4.912 0.441
H -0.232 3.778 -1.210
C 2.616 1.062 0.883
H 2.545 0.349 1.438
H 3.243 1.930 0.968
C 3.117 0.289 -0.540
C 4.259 -0.173 -0.318
C 4.454 -1.636 -0.231
C 5.760 -2.288 -0.070
C 6.821 -1.279 -0.300
C 6.953 -0.056 -0.530
C 5.616 0.438 -0.636
H 5.557 1.451 -0.866
H 7.702 0.719 -0.720
Cl 8.372 -1.959 0.021
H 5.949 -3.147 0.081
H 3.704 -2.180 -0.211
H 3.237 1.192 -1.578
H 2.372 -0.482 -0.871
H 0.427 -0.163 0.466
H 0.157 0.835 2.106
H -1.241 1.374 -0.820
H -3.574 1.323 -0.546
H -5.440 1.054 0.939
H -4.312 -0.318 1.920
H -7.090 0.476 -2.162
H -6.316 1.534 -0.743
H -5.895 1.764 -2.594